The following is a quantum chemistry calculation of one molecule with the formula C4H8N2O2, from the OMol25 dataset.

Geometry as XYZ:
```
16
Properties=species:S:1:pos:R:3:forces:R:3
H 1.309 2.027 -1.311 0.0891 0.2679 -0.0765
H 0.771 0.140 0.877 0.0658 0.2371 0.1765
O -0.965 1.066 -1.556 0.1840 0.0839 0.2418
H -1.377 -2.383 2.104 -0.1531 -0.0778 -0.0428
C -1.241 -0.861 -0.181 0.2526 0.2473 -0.2442
H -1.727 -3.339 0.629 -0.0607 -0.1921 0.1777
N 0.522 0.805 0.152 0.3411 -0.2755 0.0834
O 2.279 2.214 0.483 0.3117 -0.0495 -0.1322
H -2.044 -0.582 0.507 0.1436 -0.1508 0.1979
H -1.733 -1.239 -1.083 -0.0232 -0.0375 -0.0024
C 1.455 1.763 -0.260 -0.6740 -0.1960 0.3096
C -0.948 -2.831 1.207 0.1091 0.2852 -0.0602
C -0.558 0.434 -0.602 -0.4604 -0.0783 -0.8761
H -0.188 -3.534 1.530 -0.0151 -0.2261 0.0026
N -0.303 -1.782 0.429 -0.0849 0.1155 0.3151
H 0.289 -2.197 -0.278 -0.0256 0.0466 -0.0702
```
Forces are in eV/Å.

As for the spin multiplicity: 1. The calculation puts the electronic energy at -417.21928 a.u. For the orbital gap, the calculation gives 0.38548 Ha. The total charge is 0. The structure (SMILES) is CNCC(=O)NC=O. Its LUMO energy is 0.6972 eV. The calculation puts the relative energy (zero: lowest compared OMol25 entry of this formula, charge and spin) at 0.998 eV.

These are the Löwdin partial charges, in e, on atoms 1 to 5: H 0.14; H 0.14; O 0.07; H 0.08; C -0.15

The following is a quantum chemistry calculation of one molecule with the formula C4H8N2O2 in a non-equilibrium geometry, from the OMol25 dataset.

Geometry as XYZ:
```
16
Properties=species:S:1:pos:R:3:forces:R:3
H 0.176 1.124 2.619 -0.2645 -1.6472 -0.8100
H 1.236 1.418 -0.639 -0.6362 -0.2904 0.3004
H 0.044 -1.527 -0.757 0.2296 0.3344 -0.1276
H -0.385 2.088 -2.451 0.0402 -0.0390 0.2813
H 0.097 -0.690 2.827 0.2610 -0.2311 0.3098
N -1.065 1.541 -1.950 0.6886 0.0994 0.2425
O 1.556 -2.276 0.297 1.7855 -1.9657 0.2836
C 0.849 -0.051 0.860 -1.8800 -0.6027 -0.7386
H -1.100 0.099 1.853 -0.4936 0.0654 -0.2373
N 0.468 0.997 -0.103 -1.0925 0.3644 -1.9746
C -0.788 0.780 -0.840 -0.2619 -0.8053 1.7425
H -1.989 1.486 -2.355 0.2545 -0.2749 0.3025
H 1.860 0.006 1.223 0.5622 0.5230 -0.3718
C 0.821 -1.404 0.019 -1.7648 1.9325 1.5387
O -1.640 -0.020 -0.410 1.5380 1.4687 -0.7017
C -0.064 0.109 2.121 1.0337 1.0686 -0.0396
```
Forces are in eV/Å.

As for the spin multiplicity: 1. The calculation puts the electronic energy at -417.20514 a.u. For the orbital gap, the calculation gives 0.35661 Ha. The total charge is 0. The structure (SMILES) is C[C@@H](C=O)NC(N)=O. Its LUMO energy is 0.6120 eV. The calculation puts the relative energy (zero: lowest compared OMol25 entry of this formula, charge and spin) at 1.383 eV.

These are the Löwdin partial charges, in e, on atoms 1 to 5: H 0.11; H 0.13; H 0.12; H 0.09; H 0.07

The following is a quantum chemistry calculation of C4H8N2O2 as an isolated structure in a non-equilibrium geometry, from the OMol25 dataset.

Geometry as XYZ:
```
16
Properties=species:S:1:pos:R:3:forces:R:3
H -2.028 -0.402 -1.720 -0.9947 -0.1977 4.2699
H 2.693 1.613 -0.064 -2.0252 -1.7068 1.0017
H 0.625 1.353 0.120 3.4049 0.4006 -0.7407
N 1.681 -0.485 -0.366 -2.3544 2.0206 3.2814
O -3.224 0.047 0.145 1.9436 5.6620 -2.0070
C 0.206 -0.975 -0.283 2.1618 2.1433 3.5846
H 1.432 -1.953 1.548 -0.3500 2.1564 -1.4825
C 1.691 1.057 -0.336 -0.2123 1.5741 -2.0977
H 0.186 -1.779 -0.918 -1.0838 -1.9765 -1.0406
H -2.447 1.064 0.048 -4.2891 -2.2331 2.3390
C 1.095 -0.963 1.017 -0.1977 -1.5390 -1.5671
C -1.003 -0.172 0.208 -0.0209 -1.4076 -5.8139
N -2.211 -0.531 -0.535 3.8794 -2.4024 -1.6699
H 1.783 1.535 -1.427 -1.0302 -1.6895 1.6043
O -1.002 0.804 0.927 -0.8356 -0.0362 0.5036
H 0.523 -0.212 1.637 2.0042 -0.7683 -0.1651
```
Forces are in eV/Å.

As for the spin multiplicity: 1. The calculation puts the electronic energy at -416.91759 a.u. For the orbital gap, the calculation gives 0.36149 Ha. The total charge is 0. Its LUMO energy is 0.2898 eV. The calculation puts the relative energy (zero: lowest compared OMol25 entry of this formula, charge and spin) at 9.207 eV.

These are the Löwdin partial charges, in e, on atoms 1 to 5: H 0.24; H 0.09; H 0.09; N -0.06; O -0.13

Please write out number 1 again, unchanged.
The following is a quantum chemistry calculation of one molecule with the formula C4H8N2O2, from the OMol25 dataset.

Geometry as XYZ:
```
16
Properties=species:S:1:pos:R:3:forces:R:3
H 1.309 2.027 -1.311 0.0891 0.2679 -0.0765
H 0.771 0.140 0.877 0.0658 0.2371 0.1765
O -0.965 1.066 -1.556 0.1840 0.0839 0.2418
H -1.377 -2.383 2.104 -0.1531 -0.0778 -0.0428
C -1.241 -0.861 -0.181 0.2526 0.2473 -0.2442
H -1.727 -3.339 0.629 -0.0607 -0.1921 0.1777
N 0.522 0.805 0.152 0.3411 -0.2755 0.0834
O 2.279 2.214 0.483 0.3117 -0.0495 -0.1322
H -2.044 -0.582 0.507 0.1436 -0.1508 0.1979
H -1.733 -1.239 -1.083 -0.0232 -0.0375 -0.0024
C 1.455 1.763 -0.260 -0.6740 -0.1960 0.3096
C -0.948 -2.831 1.207 0.1091 0.2852 -0.0602
C -0.558 0.434 -0.602 -0.4604 -0.0783 -0.8761
H -0.188 -3.534 1.530 -0.0151 -0.2261 0.0026
N -0.303 -1.782 0.429 -0.0849 0.1155 0.3151
H 0.289 -2.197 -0.278 -0.0256 0.0466 -0.0702
```
Forces are in eV/Å.

As for the spin multiplicity: 1. The calculation puts the electronic energy at -417.21928 a.u. For the orbital gap, the calculation gives 0.38548 Ha. The total charge is 0. The structure (SMILES) is CNCC(=O)NC=O. Its LUMO energy is 0.6972 eV. The calculation puts the relative energy (zero: lowest compared OMol25 entry of this formula, charge and spin) at 0.998 eV.

These are the Löwdin partial charges, in e, on atoms 1 to 5: H 0.14; H 0.14; O 0.07; H 0.08; C -0.15